1.
The following is a DFT calculation (ωB97M-V/def2-TZVPD) of a 7-piece molecular cluster, C44H74Cl2F6N2O18P overall at a distorted geometry.

The geometry in ORCA input format:
```
! wB97M-V def2-TZVPD RIJCOSX def2/J DEFGRID3
* xyz 1 1
C 0.3028 2.1032 -0.7394
C 0.0888 1.2885 -1.8905
C -0.4290 0.1561 -3.0059
C 0.8712 -0.8788 -3.1992
C 0.8403 -2.0199 -2.0364
Cl 1.6710 -1.4164 -0.4487
C 1.5256 -3.4521 -2.3875
Cl 0.2900 -4.7672 -1.8187
N 1.7825 -3.7437 -3.8426
C 2.6942 -4.9737 -3.9263
O 2.1886 -6.1150 -4.4718
C 4.2510 -5.0460 -3.4230
F 5.0130 -3.7565 -3.6229
F 4.9349 -6.0221 -4.3528
C 4.4510 -5.6787 -1.9106
F 5.2191 -6.9738 -2.0390
F 3.1888 -6.0291 -1.2199
C 5.3213 -4.7402 -0.8875
F 6.7665 -4.5990 -1.2864
F 4.8122 -3.3545 -0.7204
C 5.3661 -5.3813 0.6568
O 5.4456 -6.6865 0.9272
O 5.2687 -4.4409 1.7915
C 2.2464 -2.5736 -4.6763
P 2.9745 -3.0299 -6.3868
N 4.7057 -2.4723 -6.3494
O 2.2726 -2.1074 -7.6873
C 1.0716 -1.4067 -4.7301
C -0.2698 -1.8082 -5.5531
C -1.4436 -2.5844 -4.7313
C -2.8141 -1.6301 -4.6387
C -3.7157 -1.9945 -3.3076
C -4.1250 -3.6022 -3.4702
O -5.3412 -3.9755 -2.7297
C -5.1604 -3.5867 -1.3207
C -3.8087 -3.8023 -0.4156
O -6.2418 -3.0277 -0.7152
H 0.5368 2.7470 0.2275
H -0.6140 0.6634 -4.0447
H -1.3319 -0.4585 -2.5859
H 1.8174 -0.1889 -2.9630
H -0.2995 -2.1798 -1.7268
H 2.4688 -3.6146 -1.7137
H 0.8568 -4.0729 -4.2520
H 5.8051 -3.6080 1.6371
H 3.1424 -2.0709 -4.0669
H 4.8711 -1.9513 -5.4361
H 4.7744 -1.6960 -7.0730
H 2.5992 -1.1597 -7.7110
H 1.5752 -0.5024 -5.3273
H -0.7497 -0.7906 -5.9521
H -0.0484 -2.4355 -6.5446
H -1.1356 -3.0448 -3.7021
H -1.7804 -3.5087 -5.4086
H -2.5346 -0.4953 -4.7356
H -3.4630 -1.9028 -5.6003
H -3.1376 -1.7646 -2.3133
H -4.6723 -1.2873 -3.2992
H -4.2845 -3.7548 -4.6400
H -3.1627 -4.2217 -3.1387
H -4.1786 -4.1331 0.6689
H -3.1006 -4.6555 -0.7946
H -3.1744 -2.8165 -0.2520
O -0.4709 4.1295 0.8138
C -1.2756 4.9857 0.4638
O -0.9541 6.2974 0.5347
C -1.7338 7.3608 -0.0450
C -2.8161 7.8199 0.9113
C -2.6636 4.6054 0.0406
H -2.1297 7.0729 -1.0232
H -1.0400 8.1885 -0.2253
H -3.5276 7.0186 1.1278
H -3.3665 8.6675 0.4917
H -2.3777 8.1225 1.8686
H -3.3051 4.5378 0.9232
H -2.6218 3.6264 -0.4482
H -3.1025 5.2875 -0.6869
O -2.9396 8.2837 3.9412
C -3.8386 7.9043 4.6835
O -4.8630 7.1673 4.1974
C -5.8443 6.4975 5.0117
C -6.9904 7.4290 5.3517
C -3.8736 8.3268 6.1225
H -5.3848 6.0527 5.8992
H -6.2254 5.6643 4.4121
H -6.6518 8.2836 5.9434
H -7.7618 6.8993 5.9188
H -7.4388 7.8333 4.4377
H -4.3800 9.2922 6.2037
H -2.8435 8.4311 6.4791
H -4.3491 7.6008 6.7812
O 1.5834 9.3061 1.0565
C 1.7283 8.4826 1.9531
O 2.0333 8.8833 3.2082
C 2.0132 8.0260 4.3656
C 3.3383 7.3089 4.5292
C 1.6654 7.0126 1.6608
H 1.1628 7.3388 4.3341
H 1.8497 8.6785 5.2295
H 3.5473 6.6519 3.6809
H 3.3396 6.7060 5.4425
H 4.1603 8.0311 4.5816
H 2.6527 6.6636 1.3473
H 0.9522 6.8507 0.8457
H 1.3079 6.4140 2.4980
O -6.8597 -2.4672 -6.4481
C -7.7587 -2.8465 -5.7058
O -8.7830 -3.5836 -6.1919
C -9.7644 -4.2534 -5.3776
C -10.9104 -3.3218 -5.0376
C -7.7937 -2.4240 -4.2668
H -9.3049 -4.6981 -4.4901
H -10.1454 -5.0865 -5.9771
H -10.5719 -2.4672 -4.4459
H -11.6819 -3.8516 -4.4705
H -11.3589 -2.9175 -5.9516
H -8.3001 -1.4586 -4.1856
H -6.7636 -2.3198 -3.9102
H -8.2691 -3.1500 -3.6081
O 6.0109 5.9372 3.3003
C 6.3160 5.0631 4.1041
O 5.6608 4.9574 5.2824
C 5.7927 3.8487 6.1924
C 6.9611 4.0596 7.1344
C 7.4806 4.1545 3.8427
H 5.8520 2.8991 5.6529
H 4.8653 3.8151 6.7735
H 7.9097 4.1098 6.5933
H 7.0205 3.2449 7.8624
H 6.8522 5.0074 7.6729
H 8.3980 4.6309 4.1984
H 7.5575 3.9900 2.7628
H 7.3760 3.1673 4.2917
O 4.0488 -10.4782 7.0105
C 4.4490 -10.2243 5.8798
O 4.2227 -9.0097 5.3299
C 4.8284 -8.5411 4.1099
C 4.0179 -8.9727 2.9043
C 5.1123 -11.2808 5.0465
H 5.8764 -8.8479 4.0454
H 4.8309 -7.4476 4.1674
H 3.9803 -10.0615 2.8140
H 4.4478 -8.5637 1.9849
H 2.9828 -8.6257 2.9950
H 4.3485 -11.8548 4.5152
H 5.6664 -11.9510 5.7120
H 5.8413 -10.8875 4.3388
*
```

highest occupied orbital energy	-10.7	eV
orbital gap	4.94	eV

=====

2.
The following is a DFT calculation (ωB97M-V/def2-TZVPD) of C33H25Br2HoN2OP2 as an isolated structure at a distorted geometry.

The geometry in ORCA input format:
```
! wB97M-V def2-TZVPD RIJCOSX def2/J DEFGRID3
* xyz 2 5
Ho -0.7204 0.0097 -1.2521
N 1.6278 -0.3915 0.8184
P 2.0125 0.5764 -0.5729
C 3.7846 0.8339 -0.5008
C 4.2568 2.1380 -0.3524
C 5.6219 2.3590 -0.2301
C 6.4993 1.2844 -0.2522
C 6.0265 -0.0166 -0.4031
C 4.6692 -0.2481 -0.5323
C 1.8096 -0.6774 -1.9339
C 1.1075 -1.8846 -1.7803
C 0.8507 -2.6955 -2.8864
C 1.2736 -2.3067 -4.1483
C 1.9731 -1.1150 -4.3079
C 2.2264 -0.2992 -3.2148
P 0.0146 -0.2264 1.3696
C 0.0245 0.3692 3.0585
C -1.0554 1.1409 3.4864
C -1.1129 1.5740 4.8027
C -0.0886 1.2490 5.6807
C 0.9922 0.4876 5.2520
C 1.0520 0.0426 3.9419
C -0.5647 -1.9512 1.4144
C 0.1753 -2.9840 1.9872
C -0.3077 -4.2813 1.9438
C -1.5260 -4.5602 1.3267
C -2.2718 -3.5405 0.7589
C -1.7874 -2.2359 0.8028
H 2.3746 -0.4732 1.5015
H 3.5640 2.9709 -0.3360
H 5.9981 3.3669 -0.1189
H 7.5630 1.4581 -0.1550
H 6.7210 -0.8461 -0.4273
H 4.2995 -1.2583 -0.6670
H 0.8997 -2.2660 -0.7824
H 0.3440 -3.6425 -2.7499
H 1.0758 -2.9387 -5.0038
H 2.3251 -0.8235 -5.2891
H 2.7686 0.6305 -3.3503
H -1.8443 1.4089 2.7934
H -1.9486 2.1720 5.1405
H -0.1280 1.5940 6.7053
H 1.7891 0.2400 5.9407
H 1.8978 -0.5602 3.6297
H 1.1261 -2.7790 2.4648
H 0.2626 -5.0824 2.3964
H -1.8986 -5.5758 1.3027
H -3.2298 -3.7568 0.3031
H -2.4187 -1.4222 0.4433
Br -0.8678 4.9648 -1.5979
C -2.3576 3.8279 -1.5989
C -3.6515 4.3882 -1.5798
C -4.7498 3.5846 -1.5968
Br -6.4562 4.3709 -1.5806
C -4.6081 2.1722 -1.6281
C -5.6847 1.2636 -1.6903
C -5.4510 -0.0861 -1.7349
C -4.1353 -0.5423 -1.6943
N -3.0905 0.2659 -1.6287
C -3.3059 1.6321 -1.6190
C -2.1657 2.4744 -1.6217
O -0.9331 1.9107 -1.6641
H -3.7608 5.4633 -1.5611
H -6.6967 1.6464 -1.7118
H -6.2626 -0.7969 -1.7964
H -3.9267 -1.6067 -1.7139
*
```

highest occupied orbital energy (alpha / beta)	-13.3 / -13.3	eV
orbital gap (alpha / beta)	7.35 / 7.45	eV
⟨S²⟩	6.005
energy relative to the best compared isomer or geometry (same formula, charge and spin)	51.7	kJ/mol

=====

3.
The following is a DFT calculation (ωB97M-V/def2-TZVPD) of C2H3NO2 as an isolated structure at a distorted geometry.

The geometry in ORCA input format:
```
! wB97M-V def2-TZVPD RIJCOSX def2/J DEFGRID3
* xyz 0 1
C 0.5502 0.6417 -0.1715
C 1.2912 -0.4109 0.3687
N -0.3277 -0.2380 -0.7074
O 0.3301 -1.3369 -0.0959
O -2.3691 -0.2931 0.2241
H 0.6337 1.6891 -0.4005
H 2.3566 -0.6887 0.5913
H -2.4651 0.6368 0.1912
*
```

highest occupied orbital energy (alpha / beta)	-9.5 / -9.5	eV
orbital gap (alpha / beta)	6.98 / 6.98	eV
energy relative to the best compared isomer or geometry (same formula, charge and spin)	794.6	kJ/mol

=====

One value per record, in order, for energy: -137277.08770, -224103.32802, -7699.60745 eV.